No. 1
Here is a structure of composition C3H9ClSSi from OMol25. Energies are from ωB97M-V/def2-TZVPD.

## Properties
Gap between HOMO and LUMO ... 9.3432 eV
Net charge ... 0
ΔE to the lowest compared entry with this formula, charge and spin ... 1.749 eV

Last column: natural (NBO) charge in e.
CARTESIAN COORDINATES (ANGSTROEM)
C 0.181746 -0.007644 -1.946311  -1.139
C -0.290676 -1.280072 1.605873  -0.839
C 1.486902 1.392996 0.363722  -0.936
Si -0.045157 0.491993 -0.122112  1.382
S -1.460435 2.065022 0.585223  -0.474
Cl 2.902380 0.378806 0.070102  -0.050
H -0.127565 0.579877 -2.860416  0.263
H 1.243047 0.066709 -1.931907  0.250
H -0.095264 -1.084811 -2.130265  0.259
H 0.296200 -2.130462 1.600053  0.197
H -0.126388 -0.729555 2.522001  0.206
H -1.301051 -1.481073 1.285025  0.203
H 1.456662 1.961512 1.375190  0.263
H 1.583337 2.160613 -0.454412  0.238
H -2.234276 2.164683 -0.632319  0.177

Forces on the atoms, in the same order (eV/Å):
-1.358 -0.580 -0.548
-0.797 3.565 -2.557
0.254 2.246 -0.019
-0.999 -1.568 2.288
-0.894 -0.671 -2.396
0.681 -0.391 0.546
-0.148 -0.297 1.420
1.162 -0.311 -0.276
0.284 1.109 0.284
1.428 -1.550 -0.579
-0.466 0.275 0.045
-0.387 -0.107 0.681
0.303 -1.289 -1.671
-0.197 -0.239 0.980
1.134 -0.194 1.803

***

No. 2
Here is a cluster of 6 separate species, C34H82IN7O11 in total from OMol25. Energies are from ωB97M-V/def2-TZVPD.

## Properties
Gap between HOMO and LUMO ... 8.6464 eV
SMILES string ... N[C@H]1C[C@@H](I)NC1=O.COCCNCCOC.COCCNCCOC.COCCNCCOC.COCCNCCOC.COCCNCCOC
Net charge ... 0
ΔE to the lowest compared entry with this formula, charge and spin ... 0.000 eV

Last column: Mulliken charge in e.
CARTESIAN COORDINATES (ANGSTROEM)
N 1.338047 -3.356100 6.514986  -0.652
C 2.710736 -3.830354 6.324517  0.445
C 3.776422 -2.830042 6.785837  -0.690
C 4.752642 -3.797946 7.449885  -0.600
I 6.357149 -2.994374 8.529905  0.060
N 3.817027 -4.651853 8.206276  -0.292
C 2.967205 -5.083717 7.180389  0.015
O 2.534783 -6.203992 7.013217  -0.598
H 1.204263 -3.184428 7.505638  0.241
H 0.724183 -4.133920 6.304370  0.257
H 2.839829 -4.047990 5.270838  0.347
H 4.307225 -2.389395 5.953659  0.235
H 3.354480 -2.104535 7.464480  0.370
H 5.105211 -4.401190 6.617350  0.490
H 4.224580 -5.427325 8.711927  0.302
C 1.246441 -0.482848 4.713657  -0.462
O 1.710827 -0.835119 3.417654  -0.162
C 0.921967 -1.828375 2.778556  -1.132
C 0.227000 -1.257612 1.563855  0.181
N -0.807492 -0.310117 1.950961  -0.284
C -1.387428 0.436075 0.834966  -0.188
C -0.475025 1.392020 0.079990  -0.590
O -0.054404 2.505369 0.852491  -0.457
C 1.118735 2.308706 1.617470  -0.585
H 1.978032 0.203381 5.140738  0.197
H 0.276153 0.027317 4.671532  0.253
H 1.168494 -1.372415 5.349524  0.173
H 0.196702 -2.257518 3.475378  0.412
H 1.595572 -2.629335 2.455135  0.355
H -0.234833 -2.073410 0.998186  0.371
H 0.998736 -0.799626 0.927553  0.136
H -0.414189 0.346815 2.611185  0.055
H -2.217964 1.020692 1.232277  0.017
H -1.811119 -0.280340 0.125661  0.220
H -1.054636 1.802103 -0.749273  0.316
H 0.388970 0.887319 -0.368831  0.458
H 1.807614 1.612691 1.131659  0.280
H 0.895847 1.944756 2.625563  0.139
H 1.614422 3.275308 1.715948  0.323
C 2.018082 0.046338 -6.656638  -0.793
O 1.068831 -1.000905 -6.647969  -0.266
C 1.517230 -2.191493 -6.012494  -0.826
C 0.721400 -2.459417 -4.756181  -0.147
N 1.033428 -1.488099 -3.716317  -0.262
C 0.156296 -1.559133 -2.551694  -0.457
C -1.311832 -1.210234 -2.760945  -0.701
O -1.542045 0.147338 -3.079958  -0.386
C -1.446738 0.465898 -4.459423  -0.471
H 1.599704 0.858382 -7.247916  0.244
H 2.224830 0.418831 -5.647476  0.326
H 2.957499 -0.274626 -7.116954  0.328
H 2.586444 -2.138459 -5.790738  0.433
H 1.357997 -3.015992 -6.713635  0.391
H 0.964556 -3.459819 -4.386380  0.352
H -0.342289 -2.449793 -5.033395  0.131
H 0.973576 -0.558027 -4.108057  0.134
H 0.556782 -0.877285 -1.798317  0.194
H 0.220390 -2.568200 -2.132167  0.402
H -1.827412 -1.385387 -1.813155  0.344
H -1.791371 -1.864137 -3.499346  0.371
H -1.742480 -0.368900 -5.093623  0.201
H -0.434542 0.791135 -4.722572  0.204
H -2.121419 1.297743 -4.655484  0.275
C -3.699296 7.619124 2.903203  -0.728
O -4.470997 6.782747 3.741855  -0.348
C -5.852646 6.737930 3.409996  -0.814
C -6.242928 5.360367 2.926304  -0.197
N -5.654453 5.078628 1.624540  -0.307
C -5.818661 3.701696 1.171073  -0.855
C -5.125141 2.603591 1.967741  -0.559
O -3.714418 2.653154 1.902009  -0.236
C -3.082664 3.473146 2.868058  -0.547
H -2.691173 7.646549 3.311752  0.242
H -3.650703 7.237667 1.877553  0.308
H -4.097977 8.638057 2.885246  0.349
H -6.098949 7.495168 2.660911  0.408
H -6.416341 6.965925 4.319298  0.389
H -7.332148 5.308100 2.840427  0.381
H -5.928566 4.639141 3.693829  0.180
H -4.666515 5.291225 1.660645  0.080
H -5.444295 3.651289 0.146090  0.413
H -6.888975 3.477396 1.130392  0.421
H -5.411508 1.648696 1.518397  0.359
H -5.457920 2.568298 3.012160  0.393
H -3.646714 3.503650 3.803885  0.351
H -2.930624 4.491625 2.500468  0.141
H -2.097922 3.047062 3.062685  0.161
C 7.635804 -1.927029 1.462078  -0.624
O 8.562089 -0.942375 1.875278  -0.360
C 8.193693 0.386365 1.526504  -0.790
C 7.905429 1.203579 2.764436  -0.296
N 6.681887 0.751602 3.411484  -0.151
C 6.425940 1.353369 4.715000  -0.639
C 7.399034 1.045105 5.846709  -0.531
O 7.386861 -0.306546 6.264553  -0.274
C 8.257313 -1.169901 5.555395  -0.661
H 8.068712 -2.897849 1.695635  0.244
H 6.678321 -1.834170 1.986823  0.210
H 7.455688 -1.874303 0.384258  0.353
H 7.332952 0.388027 0.852728  0.402
H 9.039195 0.833931 0.996373  0.392
H 7.788665 2.253105 2.479803  0.391
H 8.781807 1.126690 3.423561  0.233
H 6.723819 -0.252770 3.519970  -0.002
H 5.433495 1.024867 5.033412  0.156
H 6.375560 2.439063 4.589120  0.471
H 7.079554 1.628050 6.714608  0.377
H 8.422813 1.363640 5.616670  0.348
H 9.152502 -0.651524 5.203488  0.319
H 7.751123 -1.637485 4.705117  0.213
H 8.560886 -1.967016 6.233892  0.247
C -5.410130 -4.444399 -8.888514  -0.734
O -5.566032 -3.220561 -9.578157  -0.348
C -6.856545 -2.637685 -9.447835  -0.809
C -6.781701 -1.337762 -8.680862  -0.196
N -6.460601 -1.575966 -7.280469  -0.312
C -6.178294 -0.369323 -6.510418  -0.778
C -4.943082 0.439793 -6.885462  -0.553
O -3.722046 -0.228404 -6.635770  -0.275
C -3.246556 -1.053957 -7.684912  -0.601
H -4.426658 -4.835855 -9.140976  0.241
H -5.466463 -4.312213 -7.802355  0.306
H -6.166412 -5.172318 -9.197286  0.354
H -7.551246 -3.331480 -8.967124  0.407
H -7.227526 -2.432002 -10.455944  0.393
H -7.749803 -0.832414 -8.740514  0.379
H -6.036422 -0.702223 -9.179506  0.184
H -5.656938 -2.187535 -7.230537  0.079
H -6.071475 -0.668658 -5.465250  0.393
H -7.052040 0.286867 -6.565291  0.423
H -4.932842 1.328256 -6.248264  0.358
H -4.976273 0.798660 -7.921157  0.347
H -3.536499 -0.669482 -8.665708  0.340
H -3.598302 -2.084988 -7.583252  0.215
H -2.156847 -1.067438 -7.624125  0.195

Forces on the atoms, in the same order (eV/Å):
0.190 -0.251 0.162
-0.439 -0.006 -0.027
0.462 -0.694 -0.237
-1.119 -0.015 -0.041
-0.009 0.005 0.152
0.309 -0.674 -0.226
-0.193 -0.086 0.112
0.035 0.772 0.224
-0.056 0.163 0.113
-0.224 -0.020 -0.165
0.024 -0.263 -0.210
-0.229 0.606 -0.168
0.079 0.301 0.207
1.041 0.037 0.079
0.116 -0.018 0.114
0.095 -0.077 -0.034
-0.087 0.101 0.145
0.168 -0.164 -0.122
-0.057 0.195 0.056
0.079 -0.085 -0.132
-0.033 0.012 0.278
-0.232 0.061 -0.228
0.129 -0.058 0.060
-0.079 0.155 -0.002
0.014 0.005 -0.035
-0.004 -0.054 0.026
-0.065 0.226 -0.055
-0.051 0.049 0.014
-0.008 -0.009 0.022
-0.005 0.006 -0.028
0.034 -0.117 -0.050
-0.005 0.024 0.055
-0.038 0.012 -0.068
0.021 -0.017 -0.039
0.013 0.011 -0.021
0.081 0.016 0.122
0.001 -0.052 0.024
0.069 -0.083 -0.015
-0.009 0.005 -0.019
-0.082 -0.028 -0.029
0.081 0.104 0.050
-0.102 -0.171 -0.132
-0.024 0.186 0.093
-0.055 -0.103 -0.039
0.127 0.095 -0.051
-0.132 -0.097 0.218
0.034 -0.069 -0.103
0.074 0.231 0.148
-0.028 -0.001 -0.008
0.073 -0.017 -0.005
0.032 0.016 0.022
0.014 0.059 0.055
0.028 0.000 -0.006
-0.020 -0.018 0.013
0.009 -0.115 -0.044
0.018 0.043 -0.021
-0.012 -0.015 0.041
-0.016 -0.032 -0.009
-0.016 -0.010 -0.001
0.052 0.047 -0.082
0.006 -0.039 -0.005
-0.011 -0.064 -0.079
-0.049 -0.023 0.017
-0.002 -0.050 0.075
0.072 0.043 -0.136
-0.111 -0.009 0.220
0.159 -0.071 -0.121
-0.029 -0.052 0.101
0.049 0.147 -0.093
-0.131 -0.200 -0.083
-0.034 0.110 0.105
0.177 -0.094 -0.105
0.008 -0.019 0.022
-0.033 0.063 -0.027
0.003 0.015 -0.039
0.029 -0.022 -0.071
0.001 0.026 -0.005
-0.016 -0.027 0.000
-0.096 0.027 0.073
0.045 0.026 -0.021
-0.014 -0.043 -0.013
-0.029 -0.007 0.025
0.019 -0.016 0.005
0.033 0.107 0.021
-0.042 0.035 -0.004
-0.058 0.038 0.079
-0.001 -0.016 -0.025
0.080 0.010 0.037
-0.144 -0.076 0.014
0.216 0.105 -0.067
-0.102 -0.126 0.139
0.124 0.047 0.043
-0.113 -0.108 -0.112
-0.062 0.196 0.152
0.127 -0.041 -0.092
-0.156 -0.117 0.100
0.027 -0.001 0.014
-0.039 0.015 -0.071
-0.043 -0.008 -0.008
-0.067 -0.017 0.042
-0.005 -0.014 -0.024
-0.001 0.024 0.021
0.067 0.084 -0.069
-0.036 -0.054 -0.017
-0.011 0.029 0.035
0.021 0.033 -0.003
0.007 -0.012 0.021
0.005 -0.064 -0.089
-0.020 0.043 -0.051
0.113 0.038 -0.090
-0.007 0.025 0.040
0.038 0.057 -0.061
0.016 -0.088 0.137
-0.044 0.094 -0.224
0.140 -0.028 0.154
0.022 0.083 -0.088
-0.032 -0.174 0.060
-0.067 0.208 0.104
-0.010 -0.092 -0.150
0.151 0.000 0.159
0.019 0.016 -0.016
-0.062 -0.047 0.004
-0.013 -0.023 0.034
0.017 -0.005 0.078
-0.009 -0.026 -0.003
-0.004 0.031 0.007
-0.080 0.031 -0.091
0.025 -0.049 0.018
-0.001 0.043 0.022
-0.018 0.025 -0.024
0.023 0.005 0.004
-0.002 -0.102 -0.041
-0.046 -0.019 -0.020
-0.056 0.012 -0.100
-0.003 0.029 0.009

***

> Which of these has the highest ΔE to the lowest compared entry with this formula, charge and spin?

C3H9ClSSi

***

> Which value of gap between HOMO and LUMO does entry 1 give?

9.3432 eV

***

> What is the formula in the first record?

C3H9ClSSi